An isolated ion of composition C5H10N5O and charge +1, computed with the ωB97M-V functional and the def2-TZVPD basis.

ORCA input file:
```
! wB97M-V def2-TZVPD RIJCOSX def2/J DEFGRID3
* xyz 1 1
O 1.0040 2.5306 -2.1050
N 0.6746 -3.1167 1.4425
N -1.9568 -0.5903 -0.3021
N -1.0193 -1.3168 0.3614
N -1.1235 3.2234 -1.5564
N 1.1639 -2.0644 0.6758
C -1.6740 0.5436 -0.6840
C 0.2866 -1.1242 0.2528
C -0.0354 2.4453 -1.4965
C 0.6522 0.0542 -0.6046
C -0.3408 1.2085 -0.5658
H 0.2783 -3.8918 0.8726
H -1.2568 4.0868 -2.0436
H -1.6961 3.0005 -0.8007
H 1.4664 -3.4457 1.9706
H 0.7656 -0.3070 -1.6184
H 2.1517 -1.9045 0.7662
H -1.4318 -2.1050 0.8305
H -2.5893 1.0980 -0.8364
H -0.5346 1.7780 0.4255
H 1.6668 0.4472 -0.3590
*
```

The LUMO energy is -0.1404 Eh. The structure (SMILES) is N/[NH+]=C1/C[C@@H](C(N)=O)C=NN1.


An isolated ion of composition C5H10N5O2 and charge +1, computed with the ωB97M-V functional and the def2-TZVPD basis.

ORCA input file:
```
! wB97M-V def2-TZVPD RIJCOSX def2/J DEFGRID3
* xyz 1 1
O -1.1580 -3.0387 -2.5866
O 0.2085 0.4483 1.9188
N 1.3963 0.4783 -0.8368
N 2.1746 2.5661 -0.1984
N -2.1660 0.2080 1.5669
N 0.2986 -1.3369 -1.9892
N -1.2833 -1.8672 -0.5793
C -0.5672 -0.8538 -0.0106
C -0.7729 -2.2012 -1.8272
C 0.4142 -0.5081 -0.8846
C 1.2316 1.6557 -0.2905
C -0.8781 -0.3781 1.5289
H 3.1101 2.4084 -0.5457
H -2.5350 0.3031 2.5041
H -2.0872 -2.3084 -0.1646
H 0.2566 1.8679 0.1248
H 0.3246 0.4080 2.8759
H 0.8675 -1.3184 -2.8191
H 1.9966 3.4412 0.2676
H 2.2878 0.2323 -1.2591
H -2.2290 1.0976 1.0901
H -0.8901 -1.3043 2.1148
*
```

The LUMO energy is -0.1285 Eh. The structure (SMILES) is N[C@H](O)c1[nH]c(=O)[nH]c1NC=[NH2+].


An isolated ion of composition C5H10N7 and charge +1, computed with the ωB97M-V functional and the def2-TZVPD basis.

ORCA input file:
```
! wB97M-V def2-TZVPD RIJCOSX def2/J DEFGRID3
* xyz 1 1
N 0.5937 -2.0048 -0.0725
N -0.5724 -2.2597 -0.7069
N 0.9427 -0.7010 0.0087
N -2.0453 0.5347 -0.0594
N 1.4382 2.6797 -0.0883
N 2.6879 0.7675 0.0964
N 3.2930 -1.4088 0.1724
C 2.3699 -0.4841 0.0955
C -2.3991 -0.0026 1.1036
C 0.4302 0.5820 -0.2434
C -0.8936 1.0025 -0.5929
C 1.5078 1.4160 -0.1282
H -1.7882 -0.3167 1.9071
H -1.1158 -1.4766 -0.9370
H 3.1430 -2.3999 0.4401
H -0.7766 -3.1678 -1.1353
H -1.0425 1.5551 -1.4593
H 0.6118 3.1836 -0.1400
H 4.2106 -0.9237 -0.0719
H -2.7262 0.8613 -0.7078
H 2.3916 3.1711 -0.0423
H -3.3946 -0.3993 1.1136
*
```

The LUMO energy (alpha / beta) is -0.1782 / -0.1226 Eh.


An isolated ion of composition C5H10NO and charge -1, computed with the ωB97M-V functional and the def2-TZVPD basis.

ORCA input file:
```
! wB97M-V def2-TZVPD RIJCOSX def2/J DEFGRID3
* xyz -1 1
O -0.7107 -0.5539 -3.2246
N -1.2685 1.1872 1.0017
C -0.1524 0.3761 1.4200
C 0.1695 0.0761 2.6904
C 0.6766 -0.2294 0.3017
C -0.0788 -0.7968 -0.9013
C 0.1203 -0.1004 -2.2960
H 1.2039 -0.2027 2.8343
H 1.4752 0.4443 -0.0509
H -1.6729 0.6972 0.1960
H 1.2233 -1.0991 0.6872
H 0.1019 1.0222 -2.1518
H -0.8043 1.8926 0.4141
H 1.2189 -0.3499 -2.4949
H -1.1651 -0.8111 -0.7337
H 0.1998 -1.8113 -1.1786
H -0.5366 0.2588 3.4865
*
```

The LUMO energy is 0.1379 Eh. The structure (SMILES) is C=C(N)CCC[O-].


An isolated ion of composition C5H10NO and charge -1, computed with the ωB97M-V functional and the def2-TZVPD basis.

ORCA input file:
```
! wB97M-V def2-TZVPD RIJCOSX def2/J DEFGRID3
* xyz -1 1
O 0.4427 -0.1370 -3.0752
N -1.2547 -0.5135 0.2504
C -0.1949 0.2889 -1.9431
C -0.8039 0.4206 1.3760
C 0.6179 -0.0218 1.5868
C 1.1693 -0.4513 0.1649
C -0.0857 -0.6660 -0.7283
H -1.2893 0.1655 -2.0668
H -1.3177 0.3640 2.3532
H -0.0531 -1.6534 -1.1857
H 1.0885 1.0185 1.9913
H 1.8305 -1.3133 0.1134
H -0.7303 1.4812 1.0525
H -2.0697 -0.1031 -0.3166
H -0.0872 1.3830 -1.6817
H 0.9427 -0.6252 2.4507
H 1.7949 0.3631 -0.3416
*
```

The LUMO energy is 0.1453 Eh. The structure (SMILES) is [O-]C[C@H]1CCCN1.


An isolated ion of composition C5H10NO and charge +1, computed with the ωB97M-V functional and the def2-TZVPD basis.

ORCA input file:
```
! wB97M-V def2-TZVPD RIJCOSX def2/J DEFGRID3
* xyz 1 1
O 0.1765 -1.5427 -1.8547
N -1.1243 2.2604 0.2518
C 0.6978 -0.0461 0.3493
C -1.6358 0.8566 0.3380
C 1.4370 -1.3593 0.1679
C 0.9940 -2.0424 -1.1245
C -0.8095 -0.1699 0.4486
H -1.5245 2.7065 -0.5720
H -1.4015 2.7250 1.1204
H 1.4660 -2.9988 -1.4011
H 1.2306 -2.0580 0.9802
H 2.5138 -1.2509 0.0575
H -0.1053 2.2484 0.2568
H -2.6947 0.7722 0.1624
H 1.1053 0.5243 1.1842
H 0.9067 0.5060 -0.5529
H -1.2321 -1.1313 0.1881
*
```

The LUMO energy is -0.1362 Eh. The structure (SMILES) is [NH3+]/C=C\CCC=O.


C5H10NO as an isolated structure, computed with the ωB97M-V functional and the def2-TZVPD basis.

ORCA input file:
```
! wB97M-V def2-TZVPD RIJCOSX def2/J DEFGRID3
* xyz 1 1
O -0.5156 -0.6068 -0.9709
N 1.2983 1.6257 0.3607
C -0.3756 -2.2054 0.7428
C 2.4472 1.7054 -0.1026
C 0.0906 1.7539 0.3569
C -1.3597 -1.2315 0.0304
C -0.7241 0.7231 -1.0624
H -1.7779 -0.5617 0.7564
H -0.0517 -1.6915 1.7273
H -0.0215 0.8951 -1.9020
H -0.4908 2.4417 0.9831
H 3.2626 1.1204 0.2339
H -0.9172 -3.1041 0.9932
H -2.1776 -1.7911 -0.3833
H 2.6277 2.4108 -0.9446
H -1.7319 0.9918 -0.8201
H 0.4171 -2.4760 0.0013
*
```

The LUMO energy is -0.1776 Eh.


C5H10NO as an isolated structure, computed with the ωB97M-V functional and the def2-TZVPD basis.

ORCA input file:
```
! wB97M-V def2-TZVPD RIJCOSX def2/J DEFGRID3
* xyz 1 1
O 2.4781 1.0178 -0.1312
N 0.1578 0.8237 -0.1167
C 1.4672 0.1809 0.4076
C -2.2424 -0.6019 -0.2891
C -2.5547 0.6848 -0.1195
C 1.2263 -1.2393 -0.0716
C -1.4313 0.2115 0.6057
H 0.2315 1.8465 0.0130
H -1.2947 0.0916 1.6011
H 1.2435 -1.4290 -1.0771
H 0.3731 -1.6554 0.4666
H 2.0640 -1.8475 0.3964
H -3.1556 1.4966 -0.4324
H 1.3789 0.4939 1.5145
H -0.0421 0.8793 -1.1235
H 2.4941 0.6880 -1.0490
H -2.3935 -1.6413 -0.5948
*
```

The LUMO energy is -0.1254 Eh.


An isolated ion of composition C5H10NO and charge +1, computed with the ωB97M-V functional and the def2-TZVPD basis.

ORCA input file:
```
! wB97M-V def2-TZVPD RIJCOSX def2/J DEFGRID3
* xyz 1 1
O -0.6940 0.2011 -2.1383
N 1.5676 0.1215 -0.4830
C 0.6417 0.6312 0.5268
C -0.4684 -0.3457 0.9708
C 0.7302 1.8131 1.1590
C -1.4642 -0.5144 -1.5542
C -1.0374 -1.2118 -0.2386
H -2.4841 -0.7751 -1.8513
H -1.9744 -1.5488 0.2034
H -0.0839 -1.1408 1.6317
H 0.9786 -0.1567 -1.2964
H 2.3653 0.7455 -0.6008
H 0.5026 1.8514 2.2109
H -1.2311 0.1994 1.5163
H 1.8962 -0.7702 -0.0965
H -0.2092 -1.8371 -0.5925
H 0.9643 2.7374 0.6327
*
```

The LUMO energy is -0.1405 Eh. The structure (SMILES) is C=C([NH3+])CCC=O.


A 2-piece molecular cluster, C5H10NO overall, computed with the ωB97M-V functional and the def2-TZVPD basis.

ORCA input file:
```
! wB97M-V def2-TZVPD RIJCOSX def2/J DEFGRID3
* xyz 1 1
O 1.4343 2.7179 -0.3288
N -1.2076 0.2245 0.4086
C 0.7878 1.7849 -0.1849
C 2.6116 -1.0359 0.9942
C -0.0063 0.7739 -0.1327
C -2.4526 1.0721 0.5323
C -0.7067 -0.2870 -0.8579
H 2.3740 -0.3058 0.2360
H -2.6512 1.4110 1.5022
H -1.0440 -0.5732 1.0821
H 3.5138 -0.8202 1.6499
H -1.2531 0.1855 -1.6140
H 2.7651 -2.0574 0.4182
H 1.6967 -1.0380 1.5942
H -2.2510 1.9025 -0.0826
H -0.3626 -1.2190 -0.9190
H -3.1895 0.3895 0.0543
*
```

The LUMO energy is -0.1720 Eh.


A 2-piece molecular cluster, C5H10NO overall, computed with the ωB97M-V functional and the def2-TZVPD basis.

ORCA input file:
```
! wB97M-V def2-TZVPD RIJCOSX def2/J DEFGRID3
* xyz 1 3
O -2.4311 -1.3862 0.2885
N 1.0845 -0.6622 0.0181
C 0.9873 0.6949 -0.5251
C 0.0735 0.2283 0.5433
C 2.3373 -1.0466 0.8777
C -2.2894 -0.2793 -0.0130
C -2.7006 0.8940 -0.7144
H -3.8614 1.0494 -0.4071
H 3.1099 -1.0783 0.0803
H 2.4919 -0.3026 1.6630
H 0.8071 -1.4280 -0.5841
H 1.8508 1.2937 -0.2882
H -2.6087 0.8513 -1.7802
H -2.2503 1.8399 -0.3000
H 0.8089 0.8459 -1.6082
H 2.2921 -2.1143 1.2258
H 0.2983 0.6002 1.5235
*
```

The LUMO energy (alpha / beta) is -0.1142 / -0.2282 Eh.


C5H10NO2 as an isolated structure, computed with the ωB97M-V functional and the def2-TZVPD basis.

ORCA input file:
```
! wB97M-V def2-TZVPD RIJCOSX def2/J DEFGRID3
* xyz -1 1
O 1.8323 0.9201 -2.4854
O 2.8188 -0.7131 -1.2291
N -1.3864 1.3924 1.2878
C 0.4464 -0.4526 -1.0978
C 0.3761 -0.7777 0.4291
C -1.0801 -1.1470 0.8632
C 1.7886 -0.0119 -1.6857
C -1.8830 0.0506 1.1525
H -0.9857 1.4858 2.1828
H 1.4032 2.0761 -0.1147
H -2.7550 -0.3254 1.6878
H 0.5933 0.1740 0.8162
H 1.1600 2.4075 -0.7571
H 1.1091 -1.4706 0.7619
H -1.8205 -0.4523 0.0867
H -1.4713 -2.0715 1.3212
H -0.3197 0.2718 -1.5480
H 0.1739 -1.3563 -1.6713
*
```

The LUMO energy is 0.0985 Eh.